P | Here is a cluster of 19 separate species, H38O19 in total from the OMol25 dataset. Energies are from ωB97M-V/def2-TZVPD.

ORCA input file:
```
! RIJCOSX wB97M-V def2-TZVPD def2/J DEFGRID3
* xyz 0 1
O -4.59 1.54 -1.53
H -4.85 1.32 -0.69
H -3.89 0.85 -1.65
O -1.51 3.89 1.58
H -1.15 3.10 1.16
H -1.66 3.54 2.45
O 4.00 -0.42 0.67
H 3.17 -0.82 0.40
H 3.93 -0.23 1.54
O 1.11 1.20 -0.31
H 0.28 1.05 0.28
H 1.30 0.67 -1.05
O -1.76 1.77 -1.47
H -1.62 2.72 -1.64
H -2.60 1.61 -1.64
O 3.66 2.86 -0.84
H 3.65 3.31 -1.75
H 3.15 2.08 -0.98
O 0.10 -3.85 -3.55
H -0.76 -3.31 -3.82
H -0.22 -4.39 -2.77
O 2.40 0.25 -2.61
H 1.98 1.11 -2.97
H 2.75 0.00 -3.58
O 0.62 -3.58 0.68
H 1.55 -3.33 0.37
H 0.85 -4.46 1.21
O -1.69 0.43 1.79
H -1.37 -0.57 1.83
H -1.00 0.92 1.36
O -3.17 -0.36 -0.18
H -3.33 -1.19 0.15
H -2.64 0.06 0.57
O 1.44 -1.53 -0.77
H 1.23 -1.22 -1.56
H 0.62 -2.20 -0.60
O 2.25 2.55 2.35
H 2.10 3.39 2.63
H 1.93 2.55 1.44
O -0.27 3.74 -0.83
H 0.66 4.02 -1.31
H -0.81 4.57 -0.55
O -1.79 -1.24 3.62
H -1.22 -0.50 3.90
H -2.42 -0.57 3.41
O 0.91 -0.41 5.00
H 1.52 0.04 4.35
H 0.70 -1.47 4.94
O -2.25 -0.80 -2.75
H -2.38 -1.66 -2.52
H -2.61 -0.36 -1.90
O -1.37 -2.41 1.29
H -0.80 -3.10 1.70
H -2.30 -2.65 1.39
O 2.80 -2.81 -2.45
H 2.04 -3.29 -2.07
H 3.34 -2.43 -1.74
*
```

Properties
HOMO energy	-0.386	Eh

Results of the Löwdin charge analysis, in e, for atoms 1 through 5: O -0.0222; H -0.0136; H 0.0101; O -0.0411; H 0.0005


Q | Here is a cluster of 19 separate species, H38O19 in total from the OMol25 dataset. Energies are from ωB97M-V/def2-TZVPD.

ORCA input file:
```
! RIJCOSX wB97M-V def2-TZVPD def2/J DEFGRID3
* xyz 0 1
O -0.07 4.78 -0.49
H -0.54 4.84 -1.32
H -0.90 4.92 0.15
O -2.02 2.33 3.88
H -1.61 1.98 3.12
H -2.99 2.17 3.66
O 3.63 -3.13 0.28
H 2.67 -3.22 0.57
H 3.55 -2.43 -0.25
O -1.05 -1.81 -4.15
H -1.68 -1.47 -3.50
H -0.56 -1.00 -4.43
O -2.41 -1.78 1.56
H -2.18 -1.14 0.86
H -1.67 -2.39 1.77
O -3.62 -1.36 -1.48
H -3.97 -2.27 -1.66
H -4.22 -0.54 -1.43
O 1.16 -0.35 4.20
H 0.50 -0.77 4.80
H 1.31 -1.04 3.51
O -3.66 2.07 0.59
H -4.57 2.37 0.38
H -3.18 2.50 1.31
O -1.32 1.00 -0.38
H -0.97 1.83 -0.03
H -1.80 1.45 -1.19
O 1.68 -0.56 -2.73
H 2.13 0.00 -1.85
H 0.76 -0.51 -3.03
O -0.69 -2.16 -0.52
H -1.37 -2.51 -1.25
H -1.21 -1.28 -0.19
O 1.84 -3.42 -1.16
H 1.48 -2.49 -0.96
H 1.37 -4.10 -0.83
O 1.47 2.54 2.85
H 1.12 1.67 2.61
H 2.38 2.78 2.49
O 2.23 2.17 -3.03
H 2.55 1.78 -2.28
H 2.95 1.89 -3.57
O 1.55 -0.30 0.88
H 0.94 -0.11 0.23
H 1.61 0.55 1.31
O -0.53 1.52 -4.59
H 0.13 1.94 -3.83
H -1.10 2.24 -4.56
O 2.93 -1.74 2.95
H 3.09 -0.97 2.38
H 3.21 -1.37 3.84
O 1.40 2.55 0.30
H 0.76 2.95 -0.39
H 2.17 2.96 0.41
O -0.83 -4.17 1.42
H -1.64 -4.55 1.13
H -0.22 -4.84 1.65
*
```

Properties
HOMO energy	-0.325	Eh

Results of the Löwdin charge analysis, in e, for atoms 1 through 5: O -0.0912; H 0.0360; H 0.1339; O -0.0444; H -0.0161


Least stable structure: Q


P | Here is a cluster of 19 separate species, H38O19 in total from the OMol25 dataset. Energies are from ωB97M-V/def2-TZVPD.

ORCA input file:
```
! RIJCOSX wB97M-V def2-TZVPD def2/J DEFGRID3
* xyz 0 1
O 2.65 2.04 0.96
H 3.09 2.18 0.11
H 2.99 2.75 1.54
O 3.78 1.53 -1.92
H 3.06 1.94 -2.47
H 3.82 0.74 -2.46
O -2.27 2.60 -2.00
H -2.36 2.17 -1.14
H -1.81 3.36 -1.59
O 2.12 -2.76 -2.37
H 3.01 -3.10 -2.44
H 2.20 -2.26 -1.55
O 0.94 2.24 2.94
H 1.58 2.22 2.22
H 1.31 2.62 3.72
O -0.86 -1.66 2.10
H -0.47 -2.45 1.69
H -1.01 -1.05 1.36
O -2.33 -3.10 -2.17
H -2.57 -4.02 -2.04
H -1.35 -3.07 -2.09
O 3.80 -0.92 -0.36
H 3.15 -0.62 -1.00
H 3.27 -1.12 0.40
O -0.39 0.54 0.74
H 0.22 1.16 0.35
H -0.04 0.34 1.63
O 1.81 -3.11 0.36
H 2.45 -3.82 0.27
H 1.06 -3.73 0.34
O 0.22 -0.30 -4.12
H -0.05 -1.26 -4.17
H 0.66 -0.23 -3.27
O -3.09 2.78 1.22
H -3.81 2.17 1.54
H -2.31 2.53 1.57
O -0.85 -0.77 -1.73
H -1.64 -0.73 -2.32
H -0.95 -0.02 -1.15
O -1.76 1.36 3.35
H -1.76 1.57 2.39
H -1.07 0.71 3.48
O -4.40 0.92 2.36
H -4.02 0.59 3.16
H -4.33 0.47 1.54
O -0.92 -3.81 0.27
H -1.30 -3.22 -0.41
H -0.31 -4.37 -0.29
O 0.85 3.02 -2.92
H 0.69 2.10 -3.19
H 0.05 3.52 -3.04
O -3.23 -0.31 0.44
H -2.58 -0.84 0.94
H -3.51 -0.92 -0.23
O 3.57 0.23 3.11
H 3.83 -0.69 2.94
H 3.34 0.47 2.23
*
```

Properties
HOMO energy	-0.385	Eh

Results of the Löwdin charge analysis, in e, for atoms 1 through 5: O -0.0541; H 0.0524; H 0.0859; O -0.0514; H 0.0535


Q | Here is a cluster of 19 separate species, H38O19 in total from the OMol25 dataset. Energies are from ωB97M-V/def2-TZVPD.

ORCA input file:
```
! RIJCOSX wB97M-V def2-TZVPD def2/J DEFGRID3
* xyz 0 1
O -2.71 -1.12 -4.12
H -2.89 -0.43 -3.43
H -1.73 -1.13 -4.21
O 0.55 -1.06 -2.86
H -0.06 -0.86 -2.15
H 0.26 -1.25 -3.76
O -3.20 -3.66 1.07
H -3.17 -3.03 1.77
H -3.80 -3.30 0.42
O 3.89 2.14 0.81
H 4.70 1.62 0.95
H 3.83 2.32 -0.15
O 1.15 -2.92 2.51
H 1.86 -3.41 2.92
H 1.61 -2.44 1.78
O 4.53 -1.85 1.98
H 4.17 -0.94 2.25
H 3.79 -2.21 1.51
O 2.39 -0.39 1.36
H 1.75 -0.81 0.80
H 2.78 0.43 1.00
O -2.40 2.50 1.14
H -2.55 3.15 1.84
H -1.53 2.05 1.31
O 1.01 3.60 1.96
H 0.91 3.25 2.84
H 1.93 3.75 1.78
O 0.34 1.19 -0.34
H 0.84 1.67 -1.04
H 0.86 1.60 0.44
O -2.33 1.00 -2.00
H -1.87 1.83 -2.22
H -2.20 1.22 -1.05
O -4.83 -1.28 -0.43
H -4.15 -1.43 -1.14
H -5.13 -0.39 -0.66
O -0.97 -1.02 -0.74
H -0.24 -0.50 -0.35
H -1.29 -1.68 -0.12
O 4.14 1.70 -2.06
H 3.78 0.86 -2.39
H 3.77 2.50 -2.51
O -1.25 3.98 -1.21
H -1.13 3.31 -0.57
H -2.06 4.45 -1.20
O -0.08 -3.88 0.10
H -0.38 -4.53 -0.58
H 0.23 -4.34 0.88
O 1.56 1.12 -3.58
H 0.98 0.74 -2.80
H 1.55 0.50 -4.32
O -0.30 -0.55 4.25
H 0.41 -1.16 4.06
H -1.17 -0.91 4.13
O -2.34 -0.27 2.09
H -1.96 0.08 1.29
H -1.83 0.19 2.79
*
```

Properties
HOMO energy	-0.398	Eh

Results of the Löwdin charge analysis, in e, for atoms 1 through 5: O -0.0832; H 0.0177; H 0.0155; O -0.0637; H -0.0313


Least stable structure: P